Below is an isolated molecule of C5H7F2N, with properties calculated with wB97M-V/def2-TZVPD.

Geometry (Å):
C -1.48 0.27 0.50
C 1.07 0.50 0.79
C -0.23 1.05 0.22
C 0.15 -1.10 -0.94
C -0.76 0.08 -0.79
N 0.96 -0.94 0.68
F 1.10 -0.94 -1.88
F -1.35 0.52 -1.94
H -1.45 -0.54 1.22
H -2.42 0.82 0.44
H 1.91 0.92 0.22
H 1.18 0.75 1.85
H -0.28 2.11 0.05
H -0.26 -2.11 -0.98
H 1.87 -1.38 0.55

## Properties
molar mass = 119.11 g mol⁻¹
gap between HOMO and LUMO = 0.3882 Ha

Atomic charges from the natural (NBO) analysis, expressed in e, are listed below:
1. C -0.443
2. C -0.238
3. C -0.247
4. C 0.344
5. C 0.263
6. N -0.648
7. F -0.337
8. F -0.327
9. H 0.241
10. H 0.237
11. H 0.180
12. H 0.201
13. H 0.237
14. H 0.176
15. H 0.362

Below is the ion C5H7FNO2 with charge -1, with properties calculated with wB97M-V/def2-TZVPD.

Geometry (Å):
C -1.65 0.13 0.02
C 0.35 -0.15 1.42
C -0.17 -0.36 -0.01
C 0.94 0.67 0.08
C 0.04 -1.66 -0.80
N 0.73 2.12 -0.04
O -1.92 1.32 -0.23
O -2.44 -0.80 0.16
F 2.14 0.29 -0.39
H -0.38 0.46 2.01
H 1.13 -0.79 1.71
H 0.85 -2.22 -0.36
H 0.34 -1.43 -1.72
H -0.92 -2.17 -0.82
H 1.24 2.34 -0.96
H -0.29 2.25 -0.06

## Properties
molar mass = 132.11 g mol⁻¹
net charge = -1
gap between HOMO and LUMO = 0.2963 Ha

Atomic charges from the natural (NBO) analysis, expressed in e, are listed below:
1. C 0.777
2. C -0.497
3. C -0.220
4. C 0.523
5. C -0.604
6. N -0.895
7. O -0.793
8. O -0.757
9. F -0.360
10. H 0.232
11. H 0.200
12. H 0.184
13. H 0.191
14. H 0.247
15. H 0.345
16. H 0.428

Below is an isolated molecule of C5H7FO, with properties calculated with wB97M-V/def2-TZVPD.

Geometry (Å):
C 0.12 -0.77 -0.31
C -0.55 -0.54 1.01
C -1.07 0.95 0.66
C 0.78 0.57 -0.48
C 1.33 -0.63 -1.20
H -1.33 -1.27 1.17
H 0.17 -0.60 1.83
H -2.15 0.97 0.48
H -0.82 1.64 1.46
H 1.47 0.90 0.28
H 0.99 -0.92 -2.20
H 2.35 -0.82 -0.94
O -0.36 1.40 -0.55
F -0.94 -0.88 -1.20

## Properties
molar mass = 102.11 g mol⁻¹
gap between HOMO and LUMO = 0.3662 Ha

Atomic charges from the natural (NBO) analysis, expressed in e, are listed below:
1. C 0.277
2. C -0.442
3. C -0.086
4. C 0.022
5. C -0.399
6. H 0.226
7. H 0.221
8. H 0.200
9. H 0.178
10. H 0.173
11. H 0.258
12. H 0.238
13. O -0.497
14. F -0.367

Below is an isolated molecule of C5H7FS2, with properties calculated with wB97M-V/def2-TZVPD.

Geometry (Å):
C -0.02 1.32 -1.72
C -0.25 -0.16 -0.20
C 0.24 -0.08 -1.59
C 0.06 -0.62 2.16
C 0.60 0.00 0.92
F 1.14 1.24 1.07
S -0.76 2.68 -1.52
S -0.73 -0.97 -2.87
H -1.34 -0.02 0.03
H 1.33 -0.33 -1.79
H 0.69 -0.46 3.03
H -0.12 -1.66 1.99
H -0.82 -0.13 2.39
H 1.55 -0.67 0.65
H -1.58 -0.15 -2.55

## Properties
molar mass = 150.24 g mol⁻¹
gap between HOMO and LUMO (spin up / spin down) = 0.2383 / 0.2365 Ha

Atomic charges from the natural (NBO) analysis, expressed in e, are listed below:
1. C -0.066
2. C -0.304
3. C -0.479
4. C -0.624
5. C 0.165
6. F -0.370
7. S 0.263
8. S 0.068
9. H 0.203
10. H 0.282
11. H 0.221
12. H 0.227
13. H 0.202
14. H 0.122
15. H 0.091

Below is an isolated molecule of C5H7FSi, with properties calculated with wB97M-V/def2-TZVPD.

Geometry (Å):
C 2.65 -1.44 -0.06
C 1.63 -0.78 -0.08
C -1.51 -1.02 -1.71
C -1.37 0.19 -1.08
C -0.10 0.91 2.00
F 0.53 2.03 -0.42
Si -0.09 0.66 0.12
H 3.52 -1.87 -0.38
H -2.16 -0.98 -2.62
H -1.10 -1.91 -1.46
H -1.79 1.09 -1.43
H -1.05 1.11 2.45
H 0.34 0.16 2.63
H 0.50 1.86 2.05

## Properties
molar mass = 114.19 g mol⁻¹
gap between HOMO and LUMO = 0.3710 Ha

Atomic charges from the natural (NBO) analysis, expressed in e, are listed below:
1. C -0.329
2. C -0.415
3. C -0.241
4. C -0.770
5. C -1.139
6. F -0.649
7. Si 1.936
8. H 0.218
9. H 0.196
10. H 0.202
11. H 0.229
12. H 0.242
13. H 0.263
14. H 0.257

Below is an isolated molecule of C5H7I, with properties calculated with wB97M-V/def2-TZVPD.

Geometry (Å):
C 0.43 1.20 0.23
C -0.46 0.42 0.42
C 1.43 2.20 -0.16
C -1.16 -1.92 -0.24
C -1.53 -0.69 0.60
I -3.41 0.23 -0.04
H 2.17 1.63 -0.61
H 1.07 3.03 -0.72
H 1.71 2.80 0.79
H -0.41 -2.34 0.29
H -2.10 -2.63 -0.32
H -0.94 -1.46 -1.13
H -1.48 -1.08 1.69

## Properties
molar mass = 194.02 g mol⁻¹
gap between HOMO and LUMO = 0.3537 Ha

Atomic charges from the natural (NBO) analysis, expressed in e, are listed below:
1. C 0.018
2. C -0.083
3. C -0.680
4. C -0.603
5. C -0.343
6. I 0.096
7. H 0.237
8. H 0.240
9. H 0.233
10. H 0.211
11. H 0.213
12. H 0.216
13. H 0.244